Entry 1:
Here is C3H3NS2 in the gas phase from OMol25. Energies are from the ωB97M-V functional and the def2-TZVPD basis.

The geometry in XYZ format:
```
9
Properties=species:S:1:pos:R:3:forces:R:3
S 0.1837 -1.4499 -0.0063 -0.892 0.778 0.149
S 3.0148 -0.4840 0.0419 -1.529 -0.090 -0.468
N 0.8434 2.2488 0.0287 -0.519 0.815 0.114
C 0.9822 1.1135 -0.0028 -0.042 1.090 -0.390
C -1.3992 -0.4411 0.0682 1.314 -0.058 -3.684
C 1.3636 -0.2201 -0.0905 2.448 -1.679 0.977
H -1.4793 0.0809 -0.9876 -0.263 -1.432 1.920
H -2.1085 -1.2387 0.2253 -0.620 0.346 0.072
H -1.4005 0.3905 0.7230 0.104 0.230 1.310
```
Positions in Å, forces in eV/Å.

For the max |F|, the calculation gives 3.91 eV Å⁻¹. The calculation puts the HOMO energy at -9.37 eV. The orbital gap is 7.82 eV. Its energy above the lowest of the compared OMol25 structures with the same formula, charge and spin is 17.2 kcal/mol. The structure (SMILES) is CSC(=S)C#N.

Entry 2:
Here is C3H3NS2 in the gas phase from OMol25. Energies are from the ωB97M-V functional and the def2-TZVPD basis.

The geometry in XYZ format:
```
9
Properties=species:S:1:pos:R:3:forces:R:3
S -2.0470 -1.2520 -0.1284 0.151 1.427 -0.475
S -0.3647 1.2458 -0.2903 -0.223 0.608 -0.851
N 2.7393 -1.1153 -0.6387 -1.421 0.815 0.315
C -1.7838 0.3338 -0.5328 1.572 -3.210 1.586
C 1.7982 -0.5660 -0.2391 0.774 -0.895 -0.283
C 0.7450 0.1328 0.5183 0.259 -0.457 -0.307
H -2.5199 0.9222 -0.9310 -1.947 1.441 -1.103
H 0.1452 -0.5316 1.1397 0.232 -0.209 -0.010
H 1.2877 0.8304 1.1024 0.604 0.479 1.127
```
Positions in Å, forces in eV/Å.

For the max |F|, the calculation gives 3.91 eV Å⁻¹. The calculation puts the HOMO energy at -9.33 eV. The orbital gap is 8.61 eV. Its energy above the lowest of the compared OMol25 structures with the same formula, charge and spin is 10.5 kcal/mol. The structure (SMILES) is N#CCSC=S.

Entry 3:
Here is a 2-piece molecular cluster, C3H3NS2 overall from OMol25. Energies are from the ωB97M-V functional and the def2-TZVPD basis.

The geometry in XYZ format:
```
9
Properties=species:S:1:pos:R:3:forces:R:3
S 0.9772 -3.0725 -0.0587 4.618 -2.733 -2.363
S -0.8510 -2.6011 0.7480 -5.126 2.775 0.723
N -1.2429 -0.0701 -0.5174 -0.544 1.243 -1.194
C -0.2548 2.7337 -0.4615 -2.681 2.623 -0.064
C -1.0710 -1.0638 0.0282 0.256 -2.881 2.432
C 0.4690 1.9231 -0.0449 3.055 -2.020 0.207
H 1.2948 1.3015 -0.1157 0.871 -1.049 0.541
H -1.0709 3.3713 -0.4226 -0.898 0.949 -0.591
H 1.7496 -2.5221 0.8447 0.448 1.093 0.308
```
Positions in Å, forces in eV/Å.

For the max |F|, the calculation gives 5.87 eV Å⁻¹. The calculation puts the HOMO energy (spin up / spin down) at -6.25 / -9.91 eV. The orbital gap (spin up / spin down) is 6.59 / 5.73 eV. Its energy above the lowest of the compared OMol25 structures with the same formula, charge and spin is 99.8 kcal/mol. Its spin multiplicity is 3.

Entry 4:
Here is C3H3O2P in the gas phase from OMol25. Energies are from the ωB97M-V functional and the def2-TZVPD basis.

The geometry in XYZ format:
```
9
Properties=species:S:1:pos:R:3:forces:R:3
P 1.3207 0.3629 1.2098 0.883 0.619 -1.747
O 2.4935 1.0479 3.6326 -0.320 -0.358 -0.110
O -0.0865 -0.0666 -0.7676 1.276 -0.593 0.791
C -1.1555 -0.3771 -1.6963 -1.073 1.610 0.028
C 1.8612 0.6195 2.7668 -0.528 -0.198 0.578
C -0.2012 -0.4951 0.4711 -0.236 0.182 -0.063
H -0.9073 0.1573 -2.7017 -0.287 -1.301 1.900
H -1.9408 0.2254 -1.1494 -0.090 -1.149 -1.446
H -1.3840 -1.4742 -1.7653 0.374 1.187 0.068
```
Positions in Å, forces in eV/Å.

For the max |F|, the calculation gives 2.32 eV Å⁻¹. The calculation puts the HOMO energy at -8.53 eV. The orbital gap is 8.17 eV. Its energy above the lowest of the compared OMol25 structures with the same formula, charge and spin is 104.5 kcal/mol. The structure (SMILES) is COC#P=C=O.

Entry 5:
Here is C3H3O2Sr as an isolated structure from OMol25. Energies are from the ωB97M-V functional and the def2-TZVPD basis.

The geometry in XYZ format:
```
9
Properties=species:S:1:pos:R:3:forces:R:3
Sr 2.2308 0.2810 0.6943 -2.139 -1.084 -0.558
O -2.0794 1.5869 -0.4185 -0.063 -2.344 -0.706
O 0.2931 -0.8343 0.0158 3.140 0.007 0.651
C -0.8607 -0.3606 0.4512 -3.183 -0.815 -1.969
C -2.1954 -1.3908 0.3389 1.348 -1.994 1.663
C -1.6068 0.5014 -0.3105 0.679 5.135 1.228
H -2.0075 -2.0676 1.1883 -0.206 -0.029 -0.183
H -3.2230 -1.0487 0.5141 0.474 0.581 -0.280
H -2.1248 -2.0248 -0.5596 -0.049 0.541 0.155
```
Positions in Å, forces in eV/Å.

For the max |F|, the calculation gives 5.32 eV Å⁻¹. The calculation puts the HOMO energy at -10.72 eV. Its net charge is +1. The orbital gap is 4.74 eV. Its energy above the lowest of the compared OMol25 structures with the same formula, charge and spin is 48.3 kcal/mol.

Entry 6:
Here is C3H3O2V as an isolated structure from OMol25. Energies are from the ωB97M-V functional and the def2-TZVPD basis.

The geometry in XYZ format:
```
9
Properties=species:S:1:pos:R:3:forces:R:3
V 2.7742 0.8798 -1.2749 0.988 0.266 -0.929
O 1.6539 0.6673 0.0208 2.238 0.316 -0.213
O -0.1157 1.2566 1.2386 1.751 -0.316 -1.645
C -1.6377 -0.8400 0.5616 -0.871 -0.356 -0.094
C 0.4309 0.5567 0.3975 -5.200 -0.209 3.139
C -0.3477 -0.6754 -0.0807 0.244 0.600 -1.119
H -2.1948 0.1106 0.4266 0.362 -0.140 0.614
H -0.8481 -0.3962 -1.0545 0.605 -0.332 -0.039
H 0.2851 -1.5594 -0.2350 -0.119 0.170 0.286
```
Positions in Å, forces in eV/Å.

For the max |F|, the calculation gives 6.08 eV Å⁻¹. The calculation puts the HOMO energy (spin up / spin down) at -11.94 / -11.96 eV. Its net charge is +1. The orbital gap (spin up / spin down) is 4.71 / 4.83 eV. Its energy above the lowest of the compared OMol25 structures with the same formula, charge and spin is 106.4 kcal/mol. Its spin multiplicity is 4.

Entry 7:
Here is an isolated ion of composition C3H3O3 and charge +1 from OMol25. Energies are from the ωB97M-V functional and the def2-TZVPD basis.

The geometry in XYZ format:
```
9
Properties=species:S:1:pos:R:3:forces:R:3
O 1.0068 -0.1943 -0.3664 1.887 -0.976 -1.074
O -0.0408 -1.2539 1.7434 2.176 3.522 -4.257
O -0.5888 1.0228 -1.0645 -2.133 0.211 0.732
C 0.1067 -0.1887 0.5834 -4.711 -3.155 4.957
C 0.5245 0.5002 -1.3346 0.969 0.906 -1.400
C -0.9860 0.5527 0.1933 3.843 -1.719 0.684
H 0.8311 -1.7301 1.7623 -0.832 0.466 0.134
H -1.8563 0.6046 0.7885 -1.282 0.970 -0.451
H 1.0029 0.6868 -2.3053 0.082 -0.225 0.674
```
Positions in Å, forces in eV/Å.

For the max |F|, the calculation gives 7.53 eV Å⁻¹. The calculation puts the HOMO energy at -15.73 eV. Its net charge is +1. The orbital gap is 10.23 eV. Its energy above the lowest of the compared OMol25 structures with the same formula, charge and spin is 39.0 kcal/mol.

Entry 8:
Here is C3H3O3Rb as an isolated structure from OMol25. Energies are from the ωB97M-V functional and the def2-TZVPD basis.

The geometry in XYZ format:
```
10
Properties=species:S:1:pos:R:3:forces:R:3
Rb -2.5625 -2.9505 0.6684 0.250 0.809 -0.067
O 0.2093 -0.3503 -0.1265 0.783 -0.763 -0.350
O 1.7951 0.8465 0.9576 0.315 -0.060 -0.238
O 2.2552 -0.5665 -0.7383 0.914 -0.725 -0.582
C 1.4608 0.0599 0.1128 -1.487 0.785 0.756
C -0.8695 0.5441 -0.1119 0.856 4.565 -1.648
C -2.0513 0.2220 0.3018 -1.278 -1.668 0.294
H -2.9119 0.8719 0.1229 0.615 0.321 0.065
H -0.5026 1.7019 -0.6666 -0.846 -3.439 1.625
H 3.1775 -0.3790 -0.5201 -0.121 0.175 0.145
```
Positions in Å, forces in eV/Å.

For the max |F|, the calculation gives 4.93 eV Å⁻¹. The calculation puts the HOMO energy at -6.32 eV. The orbital gap is 5.39 eV. Its energy above the lowest of the compared OMol25 structures with the same formula, charge and spin is 50.8 kcal/mol.

Entry 9:
Here is C3H3O3S as an isolated structure from OMol25. Energies are from the ωB97M-V functional and the def2-TZVPD basis.

The geometry in XYZ format:
```
10
Properties=species:S:1:pos:R:3:forces:R:3
S -0.6172 0.7354 -1.5826 0.342 0.288 -1.456
O -2.2007 0.1209 0.8661 -0.360 0.587 -2.093
O 2.7061 -0.4429 -0.7028 -0.778 0.841 0.431
O -0.4338 -0.5530 2.1215 -0.471 1.684 -0.120
C 1.9227 -0.0558 0.1289 -4.438 -1.256 -2.757
C -0.8256 -0.0175 1.0646 0.318 -3.217 -0.686
C -0.0400 0.0334 -0.1082 4.572 0.437 -0.244
H -2.3539 0.2121 -0.1661 0.672 -0.073 2.829
H -0.3175 -0.0664 -2.7605 -0.363 0.247 1.919
H 2.1599 0.0337 1.1391 0.505 0.463 2.178
```
Positions in Å, forces in eV/Å.

For the max |F|, the calculation gives 5.37 eV Å⁻¹. The calculation puts the HOMO energy at -2.93 eV. Its net charge is -1. The orbital gap is 6.34 eV. Its energy above the lowest of the compared OMol25 structures with the same formula, charge and spin is 58.6 kcal/mol.

Entry 10:
Here is C3H3O3S as an isolated structure from OMol25. Energies are from the ωB97M-V functional and the def2-TZVPD basis.

The geometry in XYZ format:
```
10
Properties=species:S:1:pos:R:3:forces:R:3
S -0.6793 0.5480 0.0431 -0.377 0.617 0.203
O -3.2507 -0.8517 -0.0042 -0.249 0.012 -0.160
O -3.3039 1.4266 -0.1917 -1.250 3.127 -0.419
O 1.1975 -1.0895 -0.1320 1.180 -1.731 -0.571
C 2.1301 -0.0447 0.0554 1.193 -0.342 1.608
C -3.0624 0.3063 -0.1064 0.816 -2.949 0.576
C -0.1465 -1.0341 -0.0784 0.424 0.426 -0.117
H 1.9097 0.8504 -0.4526 -0.462 0.962 -1.193
H 1.9997 0.2836 1.1344 0.885 -0.479 -0.900
H 3.2058 -0.3949 -0.2676 -2.162 0.358 0.974
```
Positions in Å, forces in eV/Å.

For the max |F|, the calculation gives 3.39 eV Å⁻¹. The calculation puts the HOMO energy at -2.95 eV. Its net charge is -1. The orbital gap is 6.74 eV. Its energy above the lowest of the compared OMol25 structures with the same formula, charge and spin is 43.0 kcal/mol.